# 1
# C34H25BrCrN9O2S

C34H25BrCrN9O2S as an isolated structure (wB97M-V/def2-TZVPD, the Open Molecules 2025 dataset).

```
! wB97M-V def2-TZVPD RIJCOSX def2/J DEFGRID3
* xyz 0 4
Cr 12.7300 14.4004 11.5978
N 16.0460 14.8114 15.1738
C 14.9336 14.8248 14.3853
S 15.1755 16.1035 13.0008
N 13.9530 14.0577 14.5929
N 12.8150 14.1064 13.7105
C 11.8237 13.5992 14.3758
C 10.4449 13.4351 13.9048
C 9.4652 12.8164 14.7157
C 8.1634 12.6669 14.3494
C 7.7593 13.1310 13.0660
C 8.6925 13.7214 12.2578
C 10.0263 13.9377 12.6306
O 10.8161 14.6231 11.8921
H 16.7755 15.4731 15.0240
H 16.2145 13.9434 15.6876
H 11.9742 13.5006 15.4130
H 9.7662 12.3102 15.6641
H 7.4616 12.2779 15.1529
H 6.7730 13.0934 12.7067
H 8.3427 14.1910 11.3087
C 16.4119 12.3064 8.0396
C 15.9529 11.6014 9.1528
C 15.3883 12.2139 10.2681
C 15.2612 13.5933 10.3338
C 15.6832 14.3015 9.2137
C 16.2161 13.7056 8.0863
N 14.7599 14.1541 11.5074
N 15.4401 15.3295 11.7109
C 13.4866 16.8793 13.1452
C 13.2994 17.9270 14.0610
C 12.1704 18.6865 13.9175
C 11.2389 18.3505 12.9537
C 11.4933 17.3006 12.0806
N 12.6151 16.5757 12.1768
H 16.7977 11.6809 7.2365
H 16.0468 10.5271 9.1577
H 15.1778 11.6455 11.1816
H 15.5915 15.3855 9.3093
H 16.3774 14.2832 7.1925
H 14.1988 18.2486 14.6225
H 11.8879 19.5702 14.5025
H 10.3753 18.9921 12.7616
H 10.7717 17.0875 11.2685
Br 6.6552 8.1666 7.4734
C 8.2428 8.9192 6.8990
C 8.4364 10.2536 7.0262
C 9.5119 10.8524 6.4214
C 10.4362 10.0832 5.7490
C 10.2511 8.7187 5.5958
C 9.1445 8.1392 6.1737
N 11.5869 10.6829 5.1565
N 12.4004 11.4087 5.6983
C 12.3231 11.5534 7.2014
C 12.2600 10.5831 8.1780
C 12.3199 10.8101 9.5886
C 12.4521 12.1210 10.0423
O 12.4341 12.5522 11.2636
C 12.3723 13.1355 9.0049
N 12.4029 14.4066 9.5282
C 12.4579 15.4100 8.6802
C 12.4581 15.2684 7.2681
C 12.4668 14.0088 6.7488
C 12.3419 12.8862 7.6255
H 7.7288 10.8933 7.5941
H 9.6031 11.9466 6.5381
H 10.9015 8.1971 4.8977
H 8.9729 7.0938 6.2127
H 12.1863 9.5595 7.8843
H 12.3738 9.9313 10.2224
H 12.4917 16.3958 9.0952
H 12.6004 16.1290 6.6341
H 12.5008 13.8159 5.6836
*
```

Calculated values
- orbital gap (alpha / beta) (Eh) = 0.2394 / 0.2339
- ΔE to the lowest compared entry with this formula, charge and spin (kJ/mol) = 233.2
- E (eV) = -162465.3368
- LUMO energy (alpha / beta) (eV) = -0.1 / -0.2

List of Mulliken charges in e, atom by atom: Cr -0.68; N -0.44; C 0.57; S -0.26; N -1.33; N 1.14; C -0.53; C 0.53; C -0.50; C -0.66; C -0.55; C -0.77; C 0.56; O -0.39; H 0.20; H 0.26; H 0.52; H 0.32; H 0.28; H 0.48; H 0.31; C -0.61; C -0.48; C -0.33; C -0.04; C 0.27; C -0.64; N 0.61; N -0.60; C 0.73; C -0.81; C -0.40; C -0.90; C 0.05; N 0.53; H 0.37; H 0.38; H 0.25; H 0.40; H 0.39; H 0.35; H 0.36; H 0.41; H 0.37; Br -0.18; C 0.08; C -0.38; C 0.19; C 0.22; C -0.52; C -0.53; N -0.70; N -0.25; C -0.13; C -0.40; C -1.19; C 0.94; O -0.78; C 0.60; N 0.68; C -0.38; C -1.25; C -0.91; C 1.08; H 0.37; H 0.34; H 0.41; H 0.44; H 0.50; H 0.48; H 0.56; H 0.42; H 0.53

# 2
# C34H25ClMgN2O5P2

C34H25ClMgN2O5P2 as an isolated structure (wB97M-V/def2-TZVPD, the Open Molecules 2025 dataset).

```
! wB97M-V def2-TZVPD RIJCOSX def2/J DEFGRID3
* xyz 0 1
Mg 1.6682 0.4705 -0.5414
O 3.7288 -4.9267 0.1725
C 3.4981 -3.7591 0.0103
C 3.2301 -3.0623 -1.3220
O 3.2487 -3.5769 -2.4192
C 2.9090 -1.6781 -0.9744
C 2.9434 -1.4793 0.4107
O 2.6041 -0.3473 0.9514
C 3.3406 -2.7083 1.1078
O 3.4656 -2.8951 2.2961
O 2.5462 -0.7251 -1.7975
N -1.5328 -0.2377 -0.0539
P -0.8700 1.3162 -0.0031
C -2.0307 2.3803 -0.8997
C -1.5143 3.4822 -1.5762
C -2.3563 4.3466 -2.2614
C -3.7209 4.1030 -2.2877
C -4.2435 2.9977 -1.6288
C -3.4034 2.1410 -0.9362
C -0.9734 1.8780 1.7267
C -1.9323 2.7620 2.2153
C -1.9430 3.1050 3.5610
C -0.9967 2.5697 4.4227
C -0.0305 1.6945 3.9420
C -0.0141 1.3540 2.5996
P -0.3407 -1.4680 -0.1565
C -0.5120 -2.3756 1.4072
C -1.1813 -1.8679 2.5160
C -1.1805 -2.5710 3.7144
C -0.4962 -3.7712 3.8177
C 0.1797 -4.2816 2.7167
C 0.1635 -3.5928 1.5171
C -0.9191 -2.6764 -1.3705
C -0.1428 -2.8327 -2.5172
C -0.4997 -3.7795 -3.4698
C -1.6352 -4.5503 -3.2849
C -2.4152 -4.3946 -2.1423
C -2.0513 -3.4699 -1.1804
H -2.4667 -0.4486 0.2791
H -0.4445 3.6595 -1.5738
H -1.9457 5.1996 -2.7854
H -4.3786 4.7689 -2.8306
H -5.3076 2.8033 -1.6563
H -3.8228 1.2829 -0.4250
H -2.6690 3.1892 1.5463
H -2.6914 3.7917 3.9349
H -1.0087 2.8388 5.4711
H 0.7111 1.2754 4.6091
H 0.7456 0.6609 2.2413
H -1.6994 -0.9186 2.4612
H -1.7076 -2.1678 4.5700
H -0.4800 -4.3084 4.7570
H 0.7307 -5.2091 2.7938
H 0.6836 -4.0050 0.6587
H 0.7517 -2.2344 -2.6509
H 0.1221 -3.9216 -4.3435
H -1.9103 -5.2902 -4.0258
H -3.2936 -5.0104 -1.9980
H -2.6324 -3.3765 -0.2696
Cl 5.0827 3.2471 -4.0219
C 4.0101 3.3838 -2.6817
C 3.7916 4.6069 -2.0722
C 2.9188 4.6634 -0.9968
C 2.2983 3.5015 -0.5818
N 2.5130 2.3244 -1.1775
C 3.3597 2.2557 -2.2075
H 4.2993 5.4912 -2.4324
H 2.7251 5.5954 -0.4857
H 1.6108 3.5020 0.2567
H 3.5143 1.2755 -2.6448
*
```

Calculated values
- orbital gap (Eh) = 0.2443
- ΔE to the lowest compared entry with this formula, charge and spin (kJ/mol) = 28.8
- E (eV) = -85429.6610
- LUMO energy (eV) = -0.5

List of Mulliken charges in e, atom by atom: Mg 1.72; O -0.61; C 0.42; C 0.30; O -0.68; C 0.82; C 0.85; O -1.17; C 0.07; O -0.67; O -0.84; N 0.27; P 0.03; C 0.38; C -0.37; C -0.67; C -0.48; C -0.70; C -0.26; C 0.91; C -0.57; C -0.63; C -0.59; C -0.80; C -0.56; P -0.02; C 0.67; C -0.32; C -0.66; C -0.58; C -0.75; C -0.81; C 0.49; C -0.14; C -0.78; C -0.44; C -0.75; C -0.59; H 0.48; H 0.32; H 0.42; H 0.38; H 0.41; H 0.28; H 0.39; H 0.41; H 0.39; H 0.51; H 0.41; H 0.27; H 0.43; H 0.39; H 0.45; H 0.59; H 0.28; H 0.44; H 0.38; H 0.40; H 0.39; Cl -0.20; C -0.14; C -0.17; C -0.88; C -0.26; N 0.02; C -0.34; H 0.44; H 0.44; H 0.50; H 0.68

# 3
# C34H25N12O5S4Tl

C34H25N12O5S4Tl as an isolated structure (wB97M-V/def2-TZVPD, the Open Molecules 2025 dataset).

```
! wB97M-V def2-TZVPD RIJCOSX def2/J DEFGRID3
* xyz 0 1
Tl 0.6697 0.1181 -0.4286
N -2.4317 0.9061 3.1038
C -2.0452 0.8297 1.8128
N -1.1547 1.5697 1.2594
C -0.4660 2.5012 2.0466
N 0.4901 3.1952 1.5723
N 1.0632 2.9442 0.4104
C 1.1250 3.8088 -0.5165
C 1.8400 3.5183 -1.7706
C 1.9344 4.5030 -2.7535
C 2.5856 4.2122 -3.9389
C 3.1070 2.9417 -4.1240
C 2.9533 2.0189 -3.0983
N 2.3418 2.2925 -1.9531
C -0.8803 2.6954 3.4423
C -0.3101 3.6512 4.2790
C -0.7130 3.7607 5.5956
C -1.6949 2.9101 6.0971
C -2.2725 1.9566 5.2824
C -1.8665 1.8520 3.9559
H -3.1017 0.2522 3.4703
H -2.5400 0.0713 1.2122
H 0.6242 4.7776 -0.4391
H 1.4989 5.4803 -2.5844
H 2.6857 4.9652 -4.7101
H 3.6218 2.6719 -5.0364
H 3.3298 1.0040 -3.1899
H 0.4606 4.2937 3.8760
H -0.2690 4.5088 6.2387
H -2.0136 2.9951 7.1277
H -3.0401 1.2926 5.6630
N 0.8576 0.3388 -4.8576
C 1.5851 -0.7461 -4.6226
N 1.3864 -1.6277 -3.6355
C 2.4725 -2.5083 -3.4480
C 3.4321 -2.3533 -4.3675
S 3.0449 -1.0803 -5.4792
C 2.6043 -3.3030 -2.2203
C 2.8684 -4.6246 -2.1424
S 3.1426 -5.0665 -0.5021
C 2.8885 -3.4001 -0.0383
N 2.6113 -2.6087 -1.0289
N 3.0811 -2.9906 1.2475
H -0.1495 0.3189 -4.6392
H 1.0964 0.8585 -5.6879
H 4.3630 -2.8886 -4.4371
H 2.8893 -5.3596 -2.9300
H 2.9343 -3.6784 1.9687
H 2.6988 -2.0812 1.4708
O -2.5341 -2.7620 -4.0790
S -1.4678 -1.9379 -4.5624
O -1.7998 -0.5222 -4.7024
O -0.6173 -2.4467 -5.6106
S -0.1269 -1.9729 -2.8287
O 0.8542 -0.2425 2.4626
C 0.4249 -1.3953 2.3359
N 0.0991 -1.9730 1.1572
C -0.2018 -3.3018 1.3667
O -0.4278 -4.1328 0.5125
C -0.1473 -3.5706 2.8581
C -0.3912 -4.7006 3.6065
C -0.2191 -4.6101 4.9885
C 0.1852 -3.4218 5.5860
C 0.4270 -2.2821 4.8182
C 0.2458 -2.3831 3.4557
H -0.6968 -5.6278 3.1383
H -0.3962 -5.4801 5.6084
H 0.3186 -3.3831 6.6597
H 0.7433 -1.3504 5.2717
N -6.3555 -0.8628 -1.2118
C -5.4250 -0.2093 -1.3790
C -4.2822 0.6457 -1.5251
C -4.4350 2.0288 -1.4760
C -3.3047 2.8194 -1.5631
C -2.0726 2.1974 -1.6879
N -1.9168 0.8779 -1.7307
C -2.9998 0.1157 -1.6613
H -5.4199 2.4639 -1.3726
H -3.3781 3.8973 -1.5179
H -1.1618 2.7841 -1.7559
H -2.8597 -0.9588 -1.7143
*
```

Calculated values
- orbital gap (Eh) = 0.2790
- E (eV) = -111817.6225
- LUMO energy (eV) = -0.3

List of Mulliken charges in e, atom by atom: Tl 1.09; N 0.22; C -0.71; N 0.03; C 0.18; N -0.96; N 0.19; C -0.80; C 1.00; C -0.75; C -0.29; C -0.68; C -0.34; N -0.11; C 0.94; C -0.30; C -0.76; C -0.44; C -0.93; C -0.13; H 0.29; H 0.48; H 0.30; H 0.36; H 0.43; H 0.44; H 0.58; H 0.48; H 0.41; H 0.41; H 0.40; N 0.12; C 0.07; N 0.33; C -0.40; C -0.03; S -0.16; C -0.38; C -0.42; S -0.25; C 0.43; N -0.09; N -0.43; H 0.07; H 0.26; H 0.55; H 0.50; H 0.27; H 0.23; O -0.56; S 1.05; O -0.71; O -0.59; S 0.08; O -0.76; C -0.10; N 0.52; C -0.36; O -0.71; C 0.20; C -0.57; C -0.45; C -0.62; C -0.45; C 0.43; H 0.51; H 0.40; H 0.42; H 0.55; N -0.51; C -0.09; C 0.18; C -0.44; C -0.81; C -0.05; N 0.33; C -0.20; H 0.50; H 0.50; H 0.11; H 0.49